# 1
{"formula": "C20H47Ba2CuN3O12", "method": "wB97M-V/def2-TZVPD", "elements": ["Cu", "Ba", "Ba", "O", "C", "O", "O", "H", "O", "C", "O", "O", "H", "C", "O", "C", "C", "N", "C", "C", "O", "C", "H", "H", "H", "H", "H", "H", "H", "H", "H", "H", "H", "H", "H", "H", "H", "C", "O", "C", "C", "N", "C", "C", "O", "C", "H", "H", "H", "H", "H", "H", "H", "H", "H", "H", "H", "H", "H", "H", "H", "C", "O", "C", "C", "N", "C", "C", "O", "C", "H", "H", "H", "H", "H", "H", "H", "H", "H", "H", "H", "H", "H", "H", "H"], "coordinates": [[-6.969, 17.733, 6.503], [-5.706, 15.670, -0.341], [-6.522, 14.420, 4.360], [-4.702, 19.411, 0.476], [-4.151, 19.035, -0.688], [-4.199, 17.795, -1.022], [-3.622, 19.847, -1.440], [-4.534, 20.364, 0.525], [-6.597, 18.982, 2.934], [-6.410, 17.684, 3.021], [-6.319, 17.043, 4.121], [-6.323, 17.033, 1.955], [-6.430, 19.171, 1.989], [-7.974, 16.762, 9.577], [-8.203, 17.619, 8.495], [-8.309, 19.054, 8.667], [-8.635, 19.691, 7.311], [-7.519, 19.743, 6.386], [-6.409, 20.656, 6.730], [-5.120, 19.997, 6.216], [-4.902, 18.775, 6.943], [-3.938, 17.921, 6.305], [-7.257, 17.036, 10.355], [-7.703, 15.754, 9.262], [-8.863, 16.578, 10.189], [-7.399, 19.528, 9.046], [-8.994, 19.410, 9.437], [-8.972, 20.729, 7.388], [-9.407, 19.133, 6.778], [-7.843, 20.068, 5.479], [-6.243, 20.896, 7.780], [-6.614, 21.617, 6.256], [-4.322, 20.669, 6.541], [-5.124, 19.906, 5.129], [-3.681, 17.069, 6.936], [-3.001, 18.453, 6.137], [-4.386, 17.516, 5.394], [-12.223, 19.795, 0.557], [-11.070, 19.825, 1.405], [-11.192, 19.720, 2.803], [-9.845, 19.124, 3.369], [-8.930, 20.149, 3.924], [-8.845, 21.402, 3.126], [-8.824, 22.634, 4.004], [-7.558, 22.979, 4.620], [-6.510, 23.247, 3.623], [-12.709, 18.822, 0.440], [-11.944, 20.145, -0.434], [-13.035, 20.404, 0.961], [-11.947, 19.015, 3.167], [-11.529, 20.666, 3.230], [-9.371, 18.819, 2.424], [-9.933, 18.166, 3.884], [-7.998, 19.773, 3.777], [-9.681, 21.715, 2.497], [-7.992, 21.243, 2.462], [-9.559, 22.577, 4.807], [-9.056, 23.560, 3.471], [-6.171, 22.272, 3.263], [-5.710, 23.737, 4.172], [-6.687, 23.812, 2.706], [-9.836, 16.081, -5.025], [-8.875, 16.389, -4.057], [-8.838, 17.781, -3.791], [-7.782, 18.087, -2.753], [-8.025, 17.259, -1.508], [-9.017, 17.943, -0.633], [-9.951, 16.815, -0.145], [-10.518, 16.167, -1.264], [-11.787, 15.606, -1.197], [-10.422, 16.847, -5.541], [-10.741, 15.641, -4.576], [-9.567, 15.295, -5.729], [-9.799, 18.192, -3.469], [-8.554, 18.344, -4.684], [-7.704, 19.150, -2.523], [-6.756, 17.904, -3.080], [-8.542, 16.478, -1.912], [-9.574, 18.777, -1.059], [-8.478, 18.393, 0.203], [-10.824, 17.074, 0.465], [-9.495, 16.073, 0.529], [-12.457, 16.407, -0.869], [-11.755, 14.743, -0.522], [-12.187, 15.214, -2.131]], "mulliken_charge": [0.19, 1.78, 1.84, -0.29, 0.49, -0.67, -0.59, 0.24, 0.01, 0.11, -0.63, -0.48, -0.04, -0.86, -0.24, -0.63, -0.78, 1.68, -0.64, -0.42, -0.33, -0.52, 0.37, 0.25, 0.33, 0.34, 0.54, 0.49, 0.36, -0.31, 0.43, 0.33, 0.51, 0.09, 0.28, 0.36, 0.05, -0.95, -0.14, -1.24, 0.51, -0.27, 0.15, -1.25, -0.34, -0.68, 0.32, 0.28, 0.44, 0.45, 0.54, -0.66, 0.49, -0.29, 0.21, 0.12, 0.28, 0.57, 0.12, 0.31, 0.39, -0.86, -0.34, -0.51, -0.85, -0.23, -0.28, -0.50, -0.27, -0.69, 0.40, 0.21, 0.32, 0.27, 0.58, 0.35, 0.43, 0.55, 0.20, -0.10, 0.52, 0.06, 0.24, 0.32, 0.23], "e_lumo_ev": -10.9, "charge": 3, "e_above_lowest_kj_mol": 0.0, "orbital_gap_ev": 3.9, "e_homo_ev": -14.79, "largest_force_ha_per_bohr": 0.089}

***

# 2
{"formula": "C20H47ClF3N17O11", "method": "wB97M-V/def2-TZVPD", "elements": ["C", "C", "C", "O", "C", "C", "C", "C", "F", "C", "F", "F", "C", "C", "N", "C", "O", "O", "C", "Cl", "H", "H", "H", "H", "H", "H", "H", "H", "H", "H", "H", "H", "H", "H", "H", "C", "O", "N", "N", "H", "H", "H", "H", "C", "O", "N", "N", "H", "H", "H", "H", "C", "O", "N", "N", "H", "H", "H", "H", "C", "O", "N", "N", "H", "H", "H", "H", "C", "O", "N", "N", "H", "H", "H", "H", "C", "O", "N", "N", "H", "H", "H", "H", "C", "O", "N", "N", "H", "H", "H", "H", "C", "O", "N", "N", "H", "H", "H", "H"], "coordinates": [[3.747, 2.036, -0.463], [2.511, 1.707, 0.395], [1.326, 1.172, -0.414], [0.119, 1.749, 0.069], [-1.037, 1.426, -0.679], [-1.180, 2.048, -2.075], [-0.293, 3.248, -2.425], [-0.385, 4.402, -1.494], [-1.495, 5.180, -1.639], [0.470, 4.735, -0.530], [0.115, 5.188, 0.656], [1.786, 4.662, -0.629], [-1.234, -0.118, -0.646], [-1.429, -0.289, 0.819], [-1.969, 0.742, 1.352], [-2.210, 0.847, 2.885], [-1.922, -0.207, 3.439], [-2.604, 1.932, 3.258], [-2.241, 1.706, 0.259], [-2.654, 3.354, 0.624], [3.569, 1.874, -1.528], [4.040, 3.082, -0.367], [4.616, 1.443, -0.179], [2.795, 0.945, 1.118], [2.212, 2.606, 0.931], [1.477, 1.370, -1.479], [1.327, 0.084, -0.292], [-2.234, 2.289, -2.221], [-0.928, 1.253, -2.781], [0.753, 2.984, -2.560], [-0.634, 3.609, -3.401], [-2.143, -0.380, -1.195], [-0.410, -0.703, -1.037], [-1.139, -1.156, 1.395], [-3.092, 1.279, -0.278], [-0.386, -4.181, 1.854], [-0.729, -3.140, 1.303], [-0.645, -4.406, 3.167], [0.284, -5.169, 1.197], [-0.362, -5.236, 3.654], [-1.130, -3.681, 3.665], [0.496, -5.019, 0.229], [0.582, -6.018, 1.638], [-2.225, -2.778, -2.887], [-1.678, -1.737, -3.235], [-3.177, -3.393, -3.633], [-1.927, -3.406, -1.706], [-3.620, -4.254, -3.370], [-3.423, -2.962, -4.504], [-1.246, -2.990, -1.095], [-2.380, -4.253, -1.416], [4.620, 2.457, 3.832], [4.366, 1.331, 3.428], [4.045, 2.994, 4.937], [5.527, 3.259, 3.181], [4.270, 3.910, 5.274], [3.351, 2.437, 5.428], [5.967, 2.884, 2.363], [5.759, 4.185, 3.483], [2.122, 4.005, -5.320], [2.256, 3.274, -4.355], [0.976, 4.028, -6.067], [3.106, 4.860, -5.731], [0.845, 4.622, -6.863], [0.238, 3.407, -5.793], [3.957, 4.865, -5.200], [3.017, 5.470, -6.520], [1.609, 0.381, 6.494], [2.439, 1.280, 6.524], [0.656, 0.271, 5.544], [1.603, -0.625, 7.426], [-0.015, -0.476, 5.521], [0.607, 0.967, 4.821], [2.310, -0.609, 8.137], [0.930, -1.367, 7.423], [-2.584, -6.776, -4.886], [-3.090, -6.192, -3.942], [-3.273, -7.035, -6.036], [-1.292, -7.212, -4.862], [-2.876, -7.511, -6.823], [-4.226, -6.726, -6.081], [-0.762, -7.030, -4.031], [-0.855, -7.692, -5.625], [-5.385, 2.117, -2.061], [-5.136, 0.923, -2.083], [-6.204, 2.680, -1.126], [-4.852, 2.989, -2.972], [-6.411, 3.659, -1.084], [-6.605, 2.067, -0.441], [-4.248, 2.603, -3.674], [-5.032, 3.974, -2.969], [2.498, -3.763, 4.467], [2.415, -4.929, 4.109], [1.780, -3.276, 5.527], [3.298, -2.851, 3.847], [1.831, -2.323, 5.838], [1.177, -3.920, 6.002], [3.836, -3.172, 3.064], [3.370, -1.888, 4.125]], "mulliken_charge": [-1.39, -0.13, -0.20, -0.47, 0.71, -0.79, 0.09, 0.07, -0.38, 0.38, -0.24, -0.23, -0.80, -1.01, 0.50, 0.52, -0.65, -0.66, -0.38, -0.13, 0.37, 0.26, 0.36, 0.49, 0.16, 0.11, 0.10, -0.25, 0.41, -0.02, 0.64, 0.27, 0.64, 1.19, 0.33, 0.53, -0.56, -0.37, -0.39, 0.17, 0.21, 0.21, 0.17, 0.68, -0.66, -0.34, -0.17, 0.17, 0.22, 0.08, 0.16, 0.63, -0.64, -0.28, -0.41, 0.16, 0.26, 0.22, 0.14, 0.67, -0.62, -0.37, -0.42, 0.17, 0.22, 0.23, 0.15, 0.66, -0.74, -0.15, -0.42, 0.15, 0.09, 0.18, 0.23, 0.67, -0.69, -0.40, -0.38, 0.16, 0.22, 0.22, 0.16, 0.73, -0.64, -0.42, -0.39, 0.15, 0.22, 0.21, 0.16, 0.58, -0.68, -0.35, -0.29, 0.19, 0.18, 0.18, 0.14], "e_lumo_ev": 0.4, "charge": 0, "orbital_gap_ev": 8.7, "e_homo_ev": -8.24, "largest_force_ha_per_bohr": 0.027}

***

# 3
{"formula": "C20H47FN2P", "method": "wB97M-V/def2-TZVPD", "elements": ["C", "C", "C", "C", "C", "P", "C", "F", "C", "C", "H", "H", "H", "H", "H", "H", "H", "H", "H", "H", "H", "H", "H", "H", "H", "H", "H", "C", "C", "N", "C", "C", "C", "C", "H", "H", "H", "H", "H", "H", "H", "H", "H", "H", "H", "H", "H", "H", "H", "C", "C", "N", "C", "C", "C", "C", "H", "H", "H", "H", "H", "H", "H", "H", "H", "H", "H", "H", "H", "H", "H"], "coordinates": [[1.054, 0.064, 4.522], [0.801, -0.026, 3.324], [0.751, 0.010, 1.741], [-0.711, 0.504, 1.251], [-0.595, 1.450, -0.028], [-1.576, 3.086, 0.083], [-0.133, 4.053, 0.891], [0.730, 3.269, 1.751], [0.802, 4.869, -0.133], [1.519, 3.972, -1.264], [1.411, 0.427, 5.522], [1.541, 0.743, 1.378], [1.030, -1.005, 1.335], [-1.305, -0.415, 0.965], [-1.181, 0.986, 2.155], [-1.055, 0.863, -0.897], [0.502, 1.563, -0.280], [-2.122, 2.770, 1.414], [-2.402, 4.307, 0.144], [-1.211, 3.501, -1.271], [-2.733, 2.379, -0.487], [-0.617, 4.840, 1.567], [1.654, 5.298, 0.502], [0.289, 5.784, -0.578], [0.792, 3.692, -2.076], [2.334, 4.625, -1.720], [2.056, 3.072, -0.821], [-0.114, -3.659, 3.410], [0.454, -4.904, 4.079], [1.901, -5.029, 3.966], [2.397, -6.330, 4.404], [2.230, -6.696, 5.881], [2.681, -3.884, 4.424], [2.516, -3.449, 5.882], [0.136, -3.630, 2.347], [-1.204, -3.658, 3.498], [0.245, -2.741, 3.878], [-0.012, -5.769, 3.596], [0.124, -4.916, 5.126], [3.456, -6.420, 4.140], [1.894, -7.100, 3.808], [2.959, -6.185, 6.510], [2.399, -7.770, 6.012], [1.229, -6.478, 6.256], [2.441, -3.028, 3.786], [3.743, -4.070, 4.229], [1.475, -3.469, 6.210], [2.877, -2.425, 6.002], [3.105, -4.073, 6.556], [-2.615, 2.049, -7.935], [-1.466, 1.871, -6.950], [-1.596, 2.660, -5.734], [-0.385, 2.655, -4.917], [0.051, 1.323, -4.305], [-2.841, 2.495, -4.990], [-3.189, 1.092, -4.489], [-2.723, 3.095, -8.233], [-2.422, 1.462, -8.836], [-3.566, 1.703, -7.525], [-0.550, 2.174, -7.468], [-1.360, 0.800, -6.731], [-0.486, 3.390, -4.112], [0.441, 3.028, -5.533], [-0.558, 1.058, -3.441], [1.082, 1.407, -3.949], [0.023, 0.502, -5.024], [-3.665, 2.846, -5.620], [-2.846, 3.184, -4.139], [-2.980, 0.318, -5.231], [-4.255, 1.040, -4.254], [-2.651, 0.849, -3.572]], "mulliken_charge": [0.03, -0.79, -0.20, -0.77, -0.43, -0.37, -0.19, -0.33, -0.66, -0.51, 0.36, 0.31, 0.35, 0.29, 0.41, 0.12, 0.03, 0.07, 0.21, -0.36, 0.11, 0.24, 0.38, 0.29, -0.16, 0.42, 0.18, -1.23, -0.34, 0.09, -0.70, -0.96, -0.59, -1.02, 0.30, 0.45, 0.09, 0.45, 0.23, 0.35, 0.41, 0.23, 0.39, 0.27, 0.27, 0.34, 0.21, 0.39, 0.35, -1.42, -0.31, 0.09, -0.80, -0.70, -0.67, -0.78, 0.32, 0.43, 0.30, 0.42, 0.25, 0.43, 0.32, -0.14, 0.45, 0.36, 0.36, 0.34, 0.26, 0.38, 0.07], "e_lumo_ev": 2.6, "charge": -1, "orbital_gap_ev": 6.2, "e_homo_ev": -3.59, "largest_force_ha_per_bohr": 0.045}